Density functional theory data (ωB97M-V/def2-TZVPD) for a cluster of 7 separate species, C24H47BBr12N4O7P in total in a non-equilibrium geometry.

Each line ends with the Löwdin charge.
Geometry (Å):
H  1.91664  7.29583  4.12035  0.06
C  0.63020  3.40722  -2.14230  -0.64
H  -0.73466  -7.72265  0.64985  0.05
H  2.35733  -1.74164  -2.57682  0.07
H  2.17344  -4.72727  -5.17820  0.05
N  0.36492  1.67392  -0.50034  -0.02
C  -2.73492  0.89677  0.03485  -0.02
C  -1.74329  5.21289  -2.13269  0.00
H  -1.18643  -9.39370  1.03709  0.06
H  -0.11669  -1.52736  -0.08376  0.06
H  2.30045  -0.56259  1.17774  0.02
C  -0.01122  4.01487  0.30746  -0.15
C  -3.94271  -3.18540  3.76390  -0.70
C  -5.69259  -4.39425  -2.78244  -0.69
C  -1.54616  -8.44114  0.65518  -0.68
H  3.76290  0.51337  -0.12411  0.06
C  -2.34980  2.33900  0.00488  -0.39
O  -0.58464  0.74160  -2.57723  0.16
H  1.25263  -0.80853  -3.53648  0.00
N  -1.60665  2.86789  -1.11846  0.09
C  3.32069  1.44234  -0.43468  -0.37
Br  1.16374  -5.77733  -2.63183  0.60
H  -7.00476  -6.11896  -2.84265  0.05
Br  3.82694  6.07220  3.12685  0.74
H  -5.87935  -5.98576  -4.20690  0.05
O  -3.54995  3.75078  -1.86579  0.05
N  1.15852  -0.53534  -1.39259  -0.12
Br  5.77901  1.59282  3.74726  0.60
Br  1.55177  3.50476  4.18665  0.64
H  3.84773  3.25504  0.60598  0.02
H  1.35551  6.11806  2.91661  0.02
C  -6.00452  -5.82303  -3.13892  -0.69
C  0.31360  -1.67610  -1.05980  -0.09
N  1.07310  6.03593  -0.15378  -0.01
Br  8.29830  4.05995  2.61636  0.59
C  1.67218  0.20409  1.59287  -0.25
C  -0.16749  3.02443  -0.86295  -0.32
C  0.40995  -5.72381  -4.42328  -0.70
O  1.84097  3.56107  -1.93845  0.01
H  2.11930  0.48666  2.53030  0.00
H  0.56867  -6.71994  -4.82603  0.05
H  -3.72759  -3.14530  4.82918  0.06
H  3.11717  1.46803  -1.48550  0.04
H  -3.54307  0.77240  0.72458  0.06
H  2.55855  5.27005  5.61603  0.04
C  4.29110  2.58771  -0.11260  -0.16
H  -3.08177  0.62268  -0.94630  0.10
Br  0.53871  -2.88059  -4.87301  0.73
C  -3.30756  -2.02026  3.05487  -0.67
C  6.10640  3.41124  4.35205  -0.70
C  1.09417  -4.70040  -5.28220  -0.69
Br  -2.00493  -8.78462  -1.20602  0.57
C  -2.33674  3.90896  -1.71390  -0.43
B  0.29740  0.68297  -1.52268  -0.77
H  -3.80437  -1.07797  3.25957  0.06
H  -0.65396  -5.54343  -4.31430  0.05
O  -0.01579  3.41582  -3.22940  -0.02
H  0.81650  5.52840  5.40811  0.06
H  -0.10236  3.51353  1.24876  0.08
H  -0.69436  5.33714  -1.96380  0.05
H  -2.50981  -8.02368  2.51457  0.05
H  0.89749  -2.57633  -1.06501  0.07
O  -2.72578  3.07757  0.90930  0.10
H  -1.87481  0.30129  0.28255  0.04
C  2.00558  6.26895  3.77298  -0.67
O  1.20450  4.77096  0.41611  -0.14
H  -6.23537  -3.71212  -3.43216  0.06
O  1.49088  6.87653  0.55340  0.03
Br  -6.27109  -3.96469  -0.97658  0.60
C  6.46251  4.33218  3.21829  -0.78
P  1.77146  1.71670  0.52938  1.04
H  -4.63166  -4.17435  -2.83194  0.05
H  -1.98803  5.36748  -3.16046  0.09
H  0.82660  -4.85138  -6.32578  0.05
H  -3.62070  -8.56730  1.24256  0.05
H  2.66306  -0.05542  -2.78609  0.08
C  1.74778  5.29774  4.89599  -0.70
H  5.82572  4.19727  2.35198  0.01
H  5.20756  2.22629  0.32352  0.04
H  -0.49326  -1.81991  -1.77443  0.08
H  -2.25728  -1.94122  3.32614  0.06
H  4.47694  3.17554  -0.99126  0.06
Br  -3.32995  -2.26194  1.12957  0.65
H  -2.26420  5.96806  -1.56428  0.09
H  6.88704  3.35498  5.10267  0.05
H  6.42373  5.36498  3.54696  0.00
C  1.87728  -0.77850  -2.63170  -0.13
H  -3.62215  -4.14104  3.36267  0.00
H  -0.81584  4.72419  0.29324  0.11
Br  -4.76719  -7.05104  -2.27476  0.57
H  0.66063  -0.13977  1.71113  0.02
C  -2.73302  -7.97936  1.45125  -0.69
H  -0.14313  1.06970  -3.36676  0.10
H  5.17441  3.73195  4.81159  0.03
Br  -3.20958  -6.11925  1.12014  0.62
Br  -5.88418  -3.14547  3.62909  0.60

- HOMO energy (eV) = -5.0
- DFT total energy (eV) = -896420.3612
- LUMO level (eV) = 1.63
- multiplicity = 1
- M (g/mol) = 1504.3
- energy relative to the best compared isomer or geometry (same formula, charge and spin) (kJ/mol) = 0.0
- net charge = -1